1.
The following is a quantum chemistry calculation of a molecular structure, C22H26N4O2RuS3Si, from the Open Molecules 2025 dataset.

```
59
Properties=species:S:1:pos:R:3:forces:R:3:mulliken_charge:R:1
Ru -0.236 -0.483 -0.258 -1.66 -0.23 0.98 -0.047
C -1.351 -1.360 4.164 0.02 -0.04 -0.02 -1.610
C -1.077 -1.476 2.686 0.04 -0.30 0.00 0.482
S -0.219 -0.174 1.944 0.31 0.36 0.09 -0.335
C -1.436 -2.530 1.926 0.22 0.04 0.21 0.641
C -2.194 -3.724 2.439 0.01 0.02 0.01 -1.545
S -1.026 -2.532 0.249 0.09 -0.15 -0.63 -0.368
H -0.929 -0.437 4.560 0.01 0.01 -0.02 0.400
H -0.917 -2.194 4.724 -0.01 0.01 -0.01 0.340
H -2.426 -1.349 4.367 0.01 0.00 0.00 0.325
H -2.009 -3.891 3.502 0.00 0.01 -0.01 0.370
H -1.908 -4.625 1.896 0.01 0.00 0.00 0.370
H -3.272 -3.593 2.304 0.00 0.00 0.01 0.266
N 1.091 -2.995 -7.276 0.04 0.07 0.00 -0.587
C 0.513 -2.201 -6.280 0.00 -0.03 0.01 1.120
C 0.916 -2.338 -4.949 0.00 -0.01 -0.02 -0.998
C 0.373 -1.534 -3.969 -0.03 0.02 0.01 -0.524
C -0.572 -0.572 -4.304 -0.01 -0.06 -0.05 -0.285
C -0.979 -0.424 -5.617 0.03 0.00 -0.03 -0.341
C -0.437 -1.236 -6.603 -0.03 0.01 -0.02 -0.742
S -1.297 0.423 -3.043 0.45 0.42 -0.01 1.436
O -2.355 1.207 -3.635 -0.14 -0.22 0.02 -0.777
O -1.726 -0.535 -2.002 0.36 0.09 -0.10 -0.782
N -0.047 1.303 -2.611 -0.21 0.23 0.12 -0.380
C -0.081 2.036 -1.468 0.08 -0.17 -0.70 0.647
N -0.922 1.695 -0.465 0.42 0.19 -0.05 -0.479
C -1.008 2.524 0.584 -0.07 -0.07 -0.06 -0.321
C -0.244 3.657 0.685 0.03 0.07 -0.07 -0.695
C 0.697 3.844 -0.334 -0.03 0.01 0.05 -0.069
N 0.797 3.072 -1.391 -0.06 0.00 0.01 -0.602
H 1.476 -3.865 -6.949 -0.01 -0.03 0.02 0.234
H 0.527 -3.116 -8.101 -0.03 -0.01 -0.01 0.222
H 1.656 -3.086 -4.685 0.00 0.01 0.00 0.338
H 0.681 -1.658 -2.936 -0.02 -0.01 0.02 0.468
H -1.721 0.326 -5.857 0.01 -0.02 0.01 0.489
H -0.755 -1.123 -7.634 0.01 0.01 0.01 0.271
H -1.710 2.235 1.354 0.03 -0.05 0.04 0.521
H -0.324 4.330 1.527 0.01 0.00 -0.01 0.364
H 1.407 4.666 -0.277 -0.01 -0.01 0.00 0.406
C 2.821 0.348 -1.823 -0.04 -0.01 -0.14 -1.297
Si 2.112 -0.529 -0.313 -0.16 -0.20 0.43 1.776
C 2.935 0.339 1.157 0.13 0.09 -0.05 -1.356
C 2.957 -2.245 -0.340 0.04 -0.07 0.01 0.667
C 2.289 -3.469 -0.414 0.06 0.00 -0.03 -0.220
C 2.978 -4.678 -0.409 0.00 0.03 -0.01 -0.815
C 4.362 -4.695 -0.331 0.00 0.00 0.01 -0.309
C 5.053 -3.492 -0.265 -0.01 0.01 -0.01 -0.676
C 4.355 -2.292 -0.272 0.00 0.01 -0.03 -0.245
H 3.913 0.301 -1.742 0.00 0.00 -0.03 0.456
H 2.513 1.393 -1.862 0.07 -0.01 -0.01 0.426
H 2.521 -0.114 -2.766 0.04 0.01 0.04 0.227
H 4.026 0.330 1.058 -0.03 0.03 0.01 0.348
H 2.662 -0.141 2.096 0.03 0.00 -0.01 0.324
H 2.612 1.385 1.209 -0.02 -0.04 0.01 0.292
H 1.208 -3.479 -0.458 0.01 0.00 0.01 -0.069
H 2.425 -5.610 -0.458 0.00 0.01 0.00 0.390
H 4.901 -5.636 -0.316 0.00 0.00 -0.01 0.350
H 6.135 -3.489 -0.207 0.00 0.00 0.00 0.362
H 4.920 -1.366 -0.223 -0.01 -0.02 0.01 0.144
```
Positions in Å, forces in eV/Å.

Output
ΔE to the lowest compared entry with this formula, charge and spin ... 40.76 kcal/mol
Maximum force ... 1.938 eV/A
M ... 603.83 g/mol
Calculated total energy ... -2802.49355 Eh
Spin multiplicity ... 2
Net charge ... -1
Kohn-Sham gap (alpha / beta) ... 6.4016 / 6.8396 eV

***

2.
The following is a quantum chemistry calculation of a single C22H26N4O3S molecule, from the Open Molecules 2025 dataset.

```
56
Properties=species:S:1:pos:R:3:forces:R:3:mulliken_charge:R:1
C 1.462 1.967 2.169 0.07 -0.44 -0.06 -1.072
C 1.917 0.526 2.333 0.13 0.33 0.36 -0.528
O 1.527 -0.177 1.169 -0.09 -0.44 -0.23 0.167
C 1.918 -1.464 1.011 -0.16 -0.02 -0.13 0.696
C 2.584 -2.232 1.958 -0.04 0.27 0.09 -1.077
C 2.912 -3.550 1.685 -0.01 -0.04 -0.09 -0.748
C 2.584 -4.127 0.473 0.02 -0.12 0.04 -0.895
C 1.927 -3.375 -0.486 0.03 0.23 0.07 0.017
C 1.605 -2.055 -0.226 0.25 -0.13 0.53 -0.236
N 0.932 -1.281 -1.190 -0.44 0.39 -0.50 0.615
C -0.311 -1.520 -1.703 -0.19 0.07 -0.19 0.457
S -1.225 -2.943 -1.313 -0.23 -0.36 0.14 -0.080
C -2.885 -2.414 -1.858 0.37 0.13 0.18 -0.850
C -3.414 -1.335 -0.911 0.08 -0.05 -0.73 0.379
O -4.008 -1.625 0.105 -0.16 -0.09 0.52 -0.634
N -3.158 -0.088 -1.353 -0.03 0.27 -0.31 -0.179
C -3.294 1.115 -0.550 -0.02 -0.10 0.12 -0.060
C -2.251 1.173 0.587 0.01 0.14 0.00 -0.277
C -2.994 1.794 1.765 0.02 -0.10 0.03 -0.834
C -4.386 1.183 1.636 -0.08 0.12 0.01 -0.575
C -4.669 1.253 0.135 -0.10 -0.05 0.06 -1.088
N -0.680 -0.532 -2.479 -0.36 -0.98 0.03 -0.722
N 0.307 0.376 -2.482 0.87 0.70 -0.06 -0.763
C 1.275 -0.057 -1.717 -0.30 0.01 -0.22 0.545
C 2.516 0.626 -1.475 0.48 0.92 -0.03 1.420
C 3.760 0.074 -1.048 0.40 0.40 0.02 -0.739
C 4.614 1.123 -0.950 0.02 -0.85 0.16 -0.830
O 3.999 2.275 -1.280 0.02 0.45 -0.09 -0.371
C 2.727 1.979 -1.608 -0.82 -0.76 -0.08 -0.041
C 1.810 3.066 -2.026 0.28 0.04 0.11 -1.426
H 1.754 2.547 3.040 0.02 0.08 0.09 0.452
H 0.382 2.006 2.058 -0.12 0.04 0.01 0.104
H 1.918 2.398 1.282 0.06 0.08 -0.09 0.155
H 1.449 0.076 3.219 0.09 -0.02 -0.10 0.394
H 3.009 0.482 2.446 -0.12 -0.06 -0.01 0.442
H 2.839 -1.811 2.918 0.01 0.07 0.07 0.431
H 3.426 -4.129 2.437 0.04 -0.05 0.07 0.427
H 2.836 -5.155 0.270 0.02 -0.10 -0.02 0.414
H 1.662 -3.802 -1.441 -0.01 -0.02 -0.13 0.600
H -2.811 -2.079 -2.890 -0.09 -0.04 -0.01 0.410
H -3.497 -3.311 -1.776 0.02 0.09 0.00 0.440
H -2.480 -0.017 -2.111 -0.21 -0.17 0.15 0.475
H -3.139 1.944 -1.246 -0.02 -0.09 0.07 0.506
H -1.952 0.155 0.843 0.04 -0.05 -0.02 0.120
H -1.360 1.728 0.291 0.09 -0.04 -0.03 0.246
H -3.046 2.879 1.649 0.01 0.08 0.05 0.307
H -2.522 1.569 2.721 0.05 0.08 0.06 0.393
H -4.358 0.139 1.945 -0.02 -0.02 0.03 0.257
H -5.137 1.708 2.225 -0.05 -0.02 0.07 0.399
H -5.111 2.216 -0.125 -0.02 0.04 -0.01 0.364
H -5.346 0.466 -0.185 -0.06 0.06 -0.05 0.331
H 3.982 -0.956 -0.859 0.14 -0.18 0.06 0.588
H 5.647 1.182 -0.668 0.14 0.10 0.01 0.459
H 0.823 2.645 -2.187 0.00 0.06 -0.01 0.278
H 2.159 3.515 -2.955 -0.03 0.06 -0.09 0.391
H 1.771 3.849 -1.269 -0.02 0.08 0.05 0.345
```
Positions in Å, forces in eV/Å.

Output
SMILES string ... CCOc1ccccc1-n1c(SCC(=O)NC2CCCC2)nnc1-c1ccoc1C
ΔE to the lowest compared entry with this formula, charge and spin ... 62.38 kcal/mol
Maximum force ... 1.121 eV/A
M ... 426.54 g/mol
Calculated total energy ... -1696.87529 Eh
Spin multiplicity ... 1
Kohn-Sham gap ... 8.6172 eV

***

3.
The following is a quantum chemistry calculation of a single C22H26N4O4S2 molecule, from the Open Molecules 2025 dataset.

```
58
Properties=species:S:1:pos:R:3:forces:R:3:mulliken_charge:R:1
C 4.576 -2.320 6.039 -0.23 0.03 -0.24 -1.687
C 3.226 -2.650 5.402 0.00 0.04 0.30 0.971
C 2.253 -3.040 6.520 0.04 0.18 -0.25 -1.641
N 3.346 -3.764 4.456 -0.04 -0.07 0.12 0.084
C 4.451 -3.683 3.516 0.20 0.13 -0.14 -1.438
C 4.371 -2.486 2.551 -0.02 -0.11 0.15 -0.415
C 2.971 -2.360 2.043 -0.18 -0.17 0.17 0.517
C 1.942 -3.061 2.587 -0.07 0.33 -0.41 1.321
S 0.410 -2.717 1.831 0.83 -0.11 0.33 -0.268
C 1.181 -1.607 0.762 0.16 -0.21 0.24 0.481
N 0.466 -0.923 -0.197 0.19 0.10 -0.11 -0.084
C -0.883 -1.084 -0.326 0.03 0.04 -0.04 0.640
O -1.493 -1.832 0.416 -0.20 0.21 -0.25 -0.704
C -1.537 -0.287 -1.395 -0.42 0.14 -0.23 0.799
C -2.902 -0.038 -1.254 0.27 -0.10 0.05 -0.819
C -3.580 0.692 -2.213 -0.14 0.05 -0.08 -0.226
C -2.891 1.160 -3.315 -0.30 0.19 -0.23 -0.085
S -3.729 2.126 -4.570 0.44 0.15 0.35 1.437
O -3.343 1.647 -5.863 0.25 0.04 -0.04 -0.750
O -5.127 2.179 -4.243 0.12 -0.02 0.24 -0.663
N -2.958 3.597 -4.322 -0.34 -0.99 -0.24 0.001
C -3.518 4.385 -3.241 -0.40 0.33 0.31 -0.701
C -4.719 5.206 -3.723 -0.01 -0.16 0.27 -0.502
O -4.376 5.994 -4.842 0.08 0.18 0.01 -0.415
C -3.928 5.191 -5.912 0.26 -0.11 -0.13 -0.444
C -2.689 4.388 -5.509 -0.19 0.20 -0.58 -0.740
C -1.544 0.903 -3.483 0.14 -0.03 -0.05 -0.986
C -0.860 0.178 -2.524 -0.14 0.01 0.06 -0.662
C 2.540 -1.506 0.983 -1.04 -0.57 0.40 -0.939
C 3.363 -0.661 0.231 0.30 0.35 -0.31 -0.076
N 4.006 0.045 -0.408 0.19 0.24 -0.23 -0.577
C 2.123 -4.029 3.715 -0.10 -0.31 0.05 -1.446
H 5.269 -1.878 5.329 0.13 0.02 -0.04 0.328
H 4.429 -1.604 6.844 0.01 0.05 0.05 0.484
H 5.018 -3.222 6.455 0.09 -0.12 0.07 0.362
H 2.842 -1.741 4.902 0.05 -0.06 0.04 0.177
H 2.319 -2.322 7.333 -0.05 0.08 0.08 0.464
H 2.514 -4.025 6.899 0.04 -0.12 0.07 0.371
H 1.221 -3.057 6.182 -0.12 -0.03 0.03 0.370
H 5.393 -3.667 4.063 0.00 -0.04 -0.07 0.405
H 4.427 -4.607 2.931 0.07 0.02 0.01 0.444
H 5.067 -2.625 1.721 0.04 0.03 0.03 0.603
H 4.655 -1.559 3.060 0.07 0.00 -0.03 0.230
H 0.978 -0.268 -0.771 -0.13 -0.02 0.06 0.270
H -3.409 -0.428 -0.385 -0.05 -0.02 0.04 0.446
H -4.636 0.896 -2.132 -0.12 0.00 0.08 0.545
H -3.820 3.700 -2.449 0.01 0.16 0.19 0.367
H -2.731 5.050 -2.871 -0.06 -0.09 0.02 0.395
H -5.048 5.903 -2.950 0.00 -0.11 0.01 0.379
H -5.538 4.519 -3.979 0.05 0.15 0.06 0.336
H -3.703 5.874 -6.733 -0.02 -0.12 -0.02 0.376
H -4.721 4.491 -6.218 0.03 0.09 -0.04 0.315
H -2.404 3.697 -6.301 0.10 0.20 -0.09 0.437
H -1.858 5.062 -5.282 -0.05 -0.08 -0.01 0.349
H -1.053 1.265 -4.372 0.17 0.01 -0.08 0.444
H 0.185 -0.044 -2.680 0.09 -0.01 -0.03 0.368
H 1.261 -4.006 4.379 0.03 -0.07 0.03 0.409
H 2.192 -5.049 3.313 -0.09 0.07 0.07 0.343
```
Positions in Å, forces in eV/Å.

Output
SMILES string ... CC(C)N1CCc2c(sc(NC(=O)c3ccc(S(=O)(=O)N4CCOCC4)cc3)c2C#N)C1
ΔE to the lowest compared entry with this formula, charge and spin ... 68.04 kcal/mol
Maximum force ... 1.249 eV/A
M ... 474.61 g/mol
Calculated total energy ... -2170.28244 Eh
Spin multiplicity ... 1
Kohn-Sham gap ... 7.9397 eV

***

4.
The following is a quantum chemistry calculation of a molecular structure, C22H26N6RuS, from the Open Molecules 2025 dataset.

```
56
Properties=species:S:1:pos:R:3:forces:R:3:mulliken_charge:R:1
Ru -0.441 -0.112 -0.341 1.13 -0.52 0.65 0.101
C 0.603 2.524 -1.087 0.15 0.20 0.02 -1.307
N 1.050 1.287 -0.340 -0.07 0.41 -0.42 0.536
C 1.335 1.593 1.091 0.12 0.04 0.13 -1.059
C 0.041 1.702 1.850 -0.02 -0.11 -0.06 0.831
C -0.169 2.553 2.915 0.06 0.01 0.02 -1.046
C -1.403 2.539 3.553 -0.04 -0.03 -0.01 -0.371
C -2.397 1.678 3.101 0.04 0.03 0.03 -0.975
C -2.120 0.849 2.035 0.15 0.08 0.08 -0.447
N -0.916 0.848 1.428 -0.85 -0.04 0.01 0.702
C 2.220 0.669 -1.028 0.21 -0.03 0.04 -0.979
C 1.736 -0.024 -2.268 -0.07 -0.09 0.10 0.636
C 2.429 -0.080 -3.457 0.05 -0.02 0.04 -1.003
C 1.900 -0.827 -4.505 -0.04 -0.04 0.00 -0.402
C 0.691 -1.483 -4.326 0.06 0.00 -0.02 -0.885
C 0.044 -1.372 -3.110 0.16 0.07 0.04 -0.391
N 0.561 -0.662 -2.095 -0.61 -0.01 -0.59 0.803
C -0.818 2.439 -1.552 0.12 0.02 -0.13 0.875
C -1.495 3.513 -2.101 0.01 -0.04 -0.04 -1.061
C -2.785 3.322 -2.569 -0.02 -0.05 0.01 -0.331
C -3.371 2.062 -2.467 0.01 0.04 -0.06 -0.863
C -2.654 1.042 -1.890 0.04 0.00 -0.03 -0.345
N -1.394 1.234 -1.451 -0.50 0.22 0.09 0.422
H 0.739 3.407 -0.461 0.03 -0.06 0.07 0.558
H 1.252 2.662 -1.954 -0.01 -0.03 0.00 0.566
H 1.922 0.768 1.500 0.01 -0.02 -0.03 0.380
H 1.941 2.496 1.177 -0.01 0.01 0.00 0.482
H 0.620 3.217 3.243 -0.02 0.02 -0.01 0.537
H -1.592 3.203 4.387 0.00 0.00 0.00 0.476
H -3.375 1.657 3.563 0.01 -0.01 0.01 0.497
H -2.863 0.169 1.639 0.01 -0.01 -0.04 0.588
H 2.993 1.412 -1.230 -0.03 0.02 -0.01 0.437
H 2.644 -0.075 -0.350 0.01 0.02 0.03 0.436
H 3.373 0.438 -3.562 -0.01 0.00 -0.01 0.542
H 2.428 -0.895 -5.447 -0.01 0.01 0.00 0.471
H 0.250 -2.073 -5.118 0.00 0.00 0.01 0.469
H -0.902 -1.865 -2.932 -0.01 0.00 0.01 0.476
H -1.015 4.481 -2.168 0.00 -0.01 0.00 0.536
H -3.330 4.146 -3.011 -0.01 0.00 0.01 0.470
H -4.373 1.875 -2.826 0.00 0.01 0.00 0.476
H -3.062 0.045 -1.775 -0.01 0.00 0.05 0.578
C 1.851 -3.977 0.740 -0.07 -0.09 0.05 -0.789
N 0.943 -3.457 1.759 0.11 0.07 0.00 0.082
C 1.155 -3.745 3.194 -0.01 -0.05 -0.01 -0.568
C -0.031 -3.036 3.877 -0.03 -0.02 0.02 -0.571
N -0.708 -2.391 2.732 0.03 0.01 0.08 -0.034
C -0.136 -2.736 1.581 -0.38 -0.06 -0.05 0.280
S -0.802 -2.396 -0.013 0.27 0.01 0.02 -0.366
H 1.583 -5.001 0.482 0.00 -0.01 0.01 0.327
H 2.861 -3.969 1.142 0.01 0.03 -0.01 0.342
H 1.801 -3.358 -0.152 0.00 0.00 0.00 0.207
H 2.125 -3.361 3.505 -0.01 0.05 0.00 0.352
H 1.148 -4.823 3.352 0.00 -0.01 -0.02 0.368
H 0.283 -2.293 4.605 0.02 0.01 -0.02 0.319
H -0.704 -3.737 4.365 -0.01 -0.01 -0.02 0.334
H -1.665 -2.081 2.772 0.00 -0.03 -0.02 0.301
```
Positions in Å, forces in eV/Å.

Output
ΔE to the lowest compared entry with this formula, charge and spin ... 0.00 kcal/mol
Maximum force ... 1.408 eV/A
M ... 507.63 g/mol
Calculated total energy ... -1674.67187 Eh
Spin multiplicity ... 2
Net charge ... +3
Kohn-Sham gap (alpha / beta) ... 8.0143 / 6.8105 eV